Entry 1:
Formula: C14H13CrN4O4
Source: OMol25
Level of theory: ωB97M-V with the def2-TZVPD basis set

Output
HOMO level (alpha / beta) ... -11.30 / -11.91 eV
HOMO-LUMO gap (alpha / beta) ... 0.30591 / 0.32746 hartree
Energy above the lowest of the compared OMol25 structures with the same formula, charge and spin ... 0.1 kcal per mole
Net charge ... +1
Spin multiplicity ... 5
Strongest force on any atom ... 1.5 eV/Å

XYZ file:
```
36
Properties=species:S:1:pos:R:3:nbo_charge:R:1
Cr -0.2107 -0.3757 0.5163 1.19
O -1.6014 1.4838 -2.7525 -0.51
C -1.2176 1.1498 -1.6616 0.64
N -0.2991 0.1761 -1.3161 -0.77
C 0.4423 -0.5186 -2.2518 0.64
O 0.4300 -0.4339 -3.4521 -0.51
C 1.3910 -1.4518 -1.5286 0.14
C 2.3700 -2.1402 -2.2172 -0.20
C 3.2786 -2.9061 -1.5052 -0.12
C 3.1665 -2.9543 -0.1218 -0.24
C 2.1486 -2.2537 0.4937 0.06
N 1.2644 -1.5116 -0.1865 -0.51
C -1.7156 1.8240 -0.4013 0.14
C -2.4358 3.0006 -0.4645 -0.20
C -2.7763 3.6380 0.7179 -0.12
C -2.3918 3.0602 1.9207 -0.24
C -1.6921 1.8706 1.9013 0.06
N -1.3487 1.2516 0.7633 -0.52
H 2.4003 -2.0423 -3.2936 0.26
H 4.0647 -3.4459 -2.0153 0.24
H 3.8610 -3.5277 0.4754 0.24
H 2.0296 -2.2731 1.5699 0.21
H -2.6935 3.3894 -1.4397 0.26
H -3.3203 4.5726 0.7040 0.24
H -2.6330 3.5257 2.8656 0.24
H -1.3814 1.3857 2.8185 0.21
N -2.8303 -3.7525 2.8674 -0.73
C -1.6773 -3.0164 3.4341 -0.35
C -1.2502 -2.0663 2.2969 0.77
O -0.3197 -1.2547 2.4380 -0.69
O -1.9294 -2.2151 1.2400 -0.70
H -2.7116 -4.7591 2.8249 0.43
H -2.7696 -3.2663 1.8368 0.48
H -3.7156 -3.5379 3.3145 0.43
H -0.8559 -3.6838 3.6821 0.25
H -1.9417 -2.4572 4.3273 0.25
```

---

Entry 2:
Formula: C10H16
Source: OMol25
Level of theory: ωB97M-V with the def2-TZVPD basis set

Output
HOMO level ... -8.97 eV
HOMO-LUMO gap ... 0.36498 hartree
Energy above the lowest of the compared OMol25 structures with the same formula, charge and spin ... 30.2 kcal per mole
Net charge ... 0
Strongest force on any atom ... 3.0 eV/Å

XYZ file:
```
26
Properties=species:S:1:pos:R:3:nbo_charge:R:1
C 2.1625 -1.1650 0.2411 -0.40
C 1.9666 -1.0089 1.7701 -0.60
C 3.6782 -1.1902 -0.0619 -0.62
H 1.7313 -2.1769 0.1606 0.19
H 1.6370 -0.5339 -0.4638 0.21
H 2.5478 -1.7360 2.3512 0.20
H 3.8956 -0.1879 -0.4867 0.20
H 4.3487 -1.1280 0.7834 0.20
H 0.9289 -1.2414 2.0222 0.20
H 2.3717 -0.0778 2.1841 0.20
H 3.9419 -2.0460 -0.6822 0.21
C -2.4748 0.4817 1.6661 -0.63
C -2.5306 -0.0905 -0.7860 -0.20
C -2.1810 0.7736 0.2147 -0.02
C -2.2142 0.0928 -2.1543 -0.22
C -1.3190 1.8119 -0.2223 -0.21
C -1.4667 1.1770 -2.5476 -0.21
C -0.8485 1.9392 -1.5013 -0.21
H -3.0566 -0.9966 -0.5006 0.20
H -2.6727 -0.5751 -2.8773 0.21
H -3.4666 0.9245 1.8281 0.23
H -1.6842 0.7481 2.3578 0.23
H -0.9750 2.5765 0.4677 0.21
H -1.3553 1.4898 -3.5703 0.21
H -0.2089 2.7128 -1.9091 0.21
H -2.7561 -0.5740 1.7165 0.22
```

---

Entry 3:
Formula: C5H9N
Source: OMol25
Level of theory: ωB97M-V with the def2-TZVPD basis set

Output
HOMO level ... -9.03 eV
HOMO-LUMO gap ... 0.37086 hartree
Energy above the lowest of the compared OMol25 structures with the same formula, charge and spin ... 92.6 kcal per mole
Net charge ... 0
Strongest force on any atom ... 1.4 eV/Å

XYZ file:
```
15
Properties=species:S:1:pos:R:3:nbo_charge:R:1
C -0.3897 -0.7945 -0.9921 -0.62
C 1.8063 0.1676 -1.2650 -0.38
C 0.9297 -0.3795 -0.4346 -0.17
N -0.1383 1.2321 0.9323 -0.30
C -0.7362 0.2929 1.9475 -0.32
C -1.3554 0.9330 0.8182 0.01
H -0.5460 -0.3128 -1.9632 0.21
H -0.3571 -1.8799 -1.1276 0.22
H 2.8683 0.1374 -1.0750 0.20
H 1.4571 0.6212 -2.1900 0.18
H 1.2483 -0.7845 0.5258 0.20
H -0.4453 -0.7623 1.9398 0.18
H -0.8634 0.7420 2.9232 0.18
H -2.2287 1.3034 0.3086 0.22
H -1.2495 -0.5159 -0.3480 0.19
```

---

Entry 4:
Formula: C4H7N3O2
Source: OMol25
Level of theory: ωB97M-V with the def2-TZVPD basis set

Output
HOMO level ... -9.47 eV
HOMO-LUMO gap ... 0.34778 hartree
Energy above the lowest of the compared OMol25 structures with the same formula, charge and spin ... 85.1 kcal per mole
Net charge ... 0
Strongest force on any atom ... 4.3 eV/Å

XYZ file:
```
16
Properties=species:S:1:pos:R:3:nbo_charge:R:1
C 1.4905 -0.4677 0.5051 0.37
C 0.3222 0.1917 -0.0720 0.08
C -1.9661 0.8552 -0.4004 -0.11
C -1.0292 -0.4344 -0.2259 0.03
H 1.9729 1.4294 0.9498 0.39
H 3.1712 0.3040 1.5585 0.40
H 0.9346 -2.3273 0.3892 0.35
H -2.3096 1.0361 0.6725 0.19
H -2.6790 0.7267 -1.1642 0.22
H -1.3844 -1.0973 0.6276 0.21
H -0.7054 -0.8682 -2.1758 0.48
N 2.1747 0.4537 1.3442 -0.80
N 1.7096 -1.7314 0.7501 -0.64
N 0.2884 1.4498 -0.4700 -0.07
O -1.0253 1.7737 -0.8966 -0.37
O -0.9651 -1.2937 -1.3922 -0.72
```

---

Entry 5:
Formula: C10H13N4
Source: OMol25
Level of theory: ωB97M-V with the def2-TZVPD basis set

Output
HOMO level (alpha / beta) ... -10.03 / -10.05 eV
HOMO-LUMO gap (alpha / beta) ... 0.19960 / 0.20048 hartree
Energy above the lowest of the compared OMol25 structures with the same formula, charge and spin ... 107.0 kcal per mole
Net charge ... +1
Strongest force on any atom ... 3.6 eV/Å

XYZ file:
```
27
Properties=species:S:1:pos:R:3:nbo_charge:R:1
C 2.5923 -1.4933 -2.6229 -0.14
C 2.7903 -2.1361 -1.4371 -0.26
C 1.7514 -0.3315 -2.7491 -0.21
C 2.1342 -1.7806 -0.2916 -0.17
C 0.9926 -0.0450 -1.6287 0.15
C 1.1855 -0.7061 -0.4274 0.01
C -0.5475 0.8688 -0.3562 0.56
C -0.0675 -0.4060 1.7318 0.27
C -2.4307 1.9481 1.0474 -0.28
C 0.6266 -1.4307 2.5871 -0.71
N 0.0404 0.9533 -1.5683 -0.52
N 0.2261 -0.1456 0.4464 -0.28
N -1.7181 1.5134 -0.0612 -0.57
N -3.6021 2.8825 0.5999 -0.72
H 3.1213 -1.8917 -3.5343 0.24
H 3.2728 -3.0918 -1.4720 0.23
H 1.5378 0.2029 -3.6561 0.24
H 2.4960 -2.2965 0.6534 0.24
H -0.8174 0.2333 2.2080 0.23
H -2.9735 1.1417 1.6127 0.16
H 1.7017 -1.2693 2.3905 0.26
H 0.4571 -2.4329 2.1639 0.27
H 0.5192 -1.5407 3.6490 0.27
H -1.7342 2.0867 -0.8495 0.42
H -3.2168 3.4989 -0.0703 0.42
H -3.8960 3.2500 1.5639 0.48
H -4.4415 2.4183 0.0707 0.40
```

---

Entry 6:
Formula: C5H12O2
Source: OMol25
Level of theory: ωB97M-V with the def2-TZVPD basis set

Output
HOMO level ... -10.07 eV
HOMO-LUMO gap ... 0.39705 hartree
Energy above the lowest of the compared OMol25 structures with the same formula, charge and spin ... 41.1 kcal per mole
Net charge ... 0
Strongest force on any atom ... 0.6 eV/Å

XYZ file:
```
19
Properties=species:S:1:pos:R:3:nbo_charge:R:1
C 2.4466 0.2649 1.2524 -0.61
C 1.0618 0.6293 0.7310 -0.43
C 0.6190 -0.3310 -0.3798 0.12
O 0.4703 -1.6455 0.1164 -0.73
C -1.7573 0.3765 -0.0703 0.46
C -0.6767 0.1147 -1.0862 -0.55
O -2.0143 -0.4020 0.8265 -0.56
H 2.4625 -0.7882 1.5492 0.22
H 3.2058 0.4094 0.4748 0.20
H 2.7272 0.8758 2.1158 0.21
H 0.3320 0.5717 1.5501 0.21
H 1.0470 1.6644 0.3608 0.20
H 1.4118 -0.3828 -1.1360 0.18
H -0.3328 -1.6306 0.6641 0.48
H -2.3070 1.3369 -0.1411 0.12
H -0.9986 -0.7165 -1.7273 0.25
H -3.6232 -0.8353 -1.9374 -0.01
H -0.5242 0.9942 -1.7204 0.22
H -3.7132 -0.8937 -1.1998 0.01
```

---

Entry 7:
Formula: C6H9N3O
Source: OMol25
Level of theory: ωB97M-V with the def2-TZVPD basis set

Output
HOMO level ... -7.36 eV
HOMO-LUMO gap ... 0.29945 hartree
Energy above the lowest of the compared OMol25 structures with the same formula, charge and spin ... 35.1 kcal per mole
Net charge ... 0
Strongest force on any atom ... 5.6 eV/Å

XYZ file:
```
19
Properties=species:S:1:pos:R:3:nbo_charge:R:1
C 0.5178 -2.5190 0.0932 -0.64
C -0.2480 -1.2392 0.2422 0.00
C 0.2542 0.0622 0.2943 -0.04
N -0.8174 0.9177 0.0677 -0.50
C -1.9768 0.2255 0.1016 0.35
N -3.1978 0.8437 -0.0750 -0.81
C -1.6620 -1.1298 0.2161 -0.38
C 1.6043 0.5905 0.3601 0.61
N 2.5012 0.3124 -0.6100 -0.84
H -0.1614 -3.3768 0.1661 0.22
H 1.0259 -2.5821 -0.8817 0.22
H 1.2806 -2.6323 0.8790 0.22
H -0.7020 1.8764 -0.2354 0.43
H -3.2354 1.8240 0.1788 0.38
H -3.9837 0.3301 0.3018 0.39
H -2.3742 -1.9506 0.1659 0.22
O 1.8114 1.7945 0.7244 -0.66
H 2.7539 -0.6623 -0.6970 0.39
H 3.0159 1.3684 -0.5720 0.45
```

---

Entry 8:
Formula: CH3NO2
Source: OMol25
Level of theory: ωB97M-V with the def2-TZVPD basis set

Output
HOMO level ... 1.54 eV
HOMO-LUMO gap ... 0.15796 hartree
Energy above the lowest of the compared OMol25 structures with the same formula, charge and spin ... 43.7 kcal per mole
Net charge ... -2
Strongest force on any atom ... 6.0 eV/Å

XYZ file:
```
7
Properties=species:S:1:pos:R:3:nbo_charge:R:1
C -2.7662 0.7066 0.7713 -0.58
N -1.8985 -0.5187 0.7209 0.43
O -0.7698 -0.4070 -0.0035 -0.61
O -2.1277 -1.5368 1.4399 -0.54
H -3.7869 0.5695 1.1261 0.15
H 13.9879 -0.1768 -4.0727 -1.00
H -2.6389 1.3631 0.0181 0.15
```

---

Entry 9:
Formula: C6H13BO3
Source: OMol25
Level of theory: ωB97M-V with the def2-TZVPD basis set

Output
HOMO level ... -9.65 eV
HOMO-LUMO gap ... 0.36905 hartree
Energy above the lowest of the compared OMol25 structures with the same formula, charge and spin ... 98.6 kcal per mole
Net charge ... 0
Strongest force on any atom ... 4.2 eV/Å

XYZ file:
```
23
Properties=species:S:1:pos:R:3:nbo_charge:R:1
C 2.5141 -0.9415 0.3890 -0.65
C 2.4328 0.4774 -0.4133 -0.07
O 1.5316 1.3173 0.3436 -0.55
C 0.3674 1.7103 -0.4161 -0.05
C -0.8990 1.7779 0.6079 -0.81
B -2.0885 0.7817 0.1402 0.72
C -2.2796 -0.7383 0.6853 -0.87
C -1.8481 -1.7120 -0.5140 0.81
O -2.0161 -1.3704 -1.7154 -0.59
O -1.2835 -2.9874 -0.2839 -0.72
H 1.8772 -1.6963 -0.1748 0.19
H 2.0250 -0.7718 1.4065 0.23
H 3.5901 -1.2805 0.5465 0.21
H 2.1095 0.2871 -1.4873 0.18
H 3.5047 0.8980 -0.3594 0.18
H 0.0934 1.0098 -1.2691 0.18
H 0.5475 2.7940 -0.7524 0.19
H -1.2906 2.8529 0.7171 0.24
H -0.4839 1.4459 1.6251 0.24
H -2.8653 1.1540 -0.6842 -0.08
H -1.6190 -0.9696 1.5837 0.24
H -3.4009 -0.8971 0.9015 0.28
H -0.5188 -3.1413 -0.8765 0.50
```

---

Entry 10:
Formula: C2H4O4S2
Source: OMol25
Level of theory: ωB97M-V with the def2-TZVPD basis set

Output
HOMO level (alpha / beta) ... 0.16 / 0.79 eV
HOMO-LUMO gap (alpha / beta) ... 0.21598 / 0.19504 hartree
Net charge ... -2
Strongest force on any atom ... 4.2 eV/Å

XYZ file:
```
12
Properties=species:S:1:pos:R:3:nbo_charge:R:1
C -0.2492 -1.0190 0.2984 -0.73
C 0.1814 0.1046 -0.5330 -0.54
O 0.5468 0.6366 2.7650 -1.02
O -0.4482 0.3622 -3.1151 -1.10
O 2.4921 1.7011 1.6292 -1.02
O -2.2513 0.0150 -1.4925 -1.10
S 0.9997 1.6322 1.6877 1.28
S -1.0081 0.8041 -1.8048 1.42
H 0.3410 -2.1137 0.4598 0.15
H -0.3983 -0.7500 1.4274 0.25
H -1.2631 -1.3503 -0.0405 0.24
H 1.0572 -0.0230 -1.2816 0.19
```

---

Entry 11:
Formula: C34H55InN4P2S4
Source: OMol25
Level of theory: ωB97M-V with the def2-TZVPD basis set

Output
HOMO level ... -12.33 eV
HOMO-LUMO gap ... 0.20271 hartree
Energy above the lowest of the compared OMol25 structures with the same formula, charge and spin ... 0.0 kcal per mole
Net charge ... +2
Strongest force on any atom ... 1.5 eV/Å

XYZ file:
```
100
Properties=species:S:1:pos:R:3:mulliken_charge:R:1
In -0.0586 -0.2239 -0.3079 1.02
C -2.9539 4.0521 0.6290 -1.55
C -2.2207 2.7871 1.1020 1.06
C -2.7586 2.3538 2.4542 -1.40
P -2.1883 1.4669 -0.1927 1.31
C -3.8047 0.6235 -0.2934 0.72
C -5.0737 1.4576 -0.1991 -1.68
C -3.8870 -0.5123 0.7314 -1.06
C -1.8452 2.2918 -1.7260 0.02
C -2.8188 2.8197 -2.5878 -0.83
C -2.4597 3.3714 -3.8032 -1.06
C -1.1151 3.3811 -4.1503 -0.93
C -0.1497 2.8753 -3.2907 -0.42
C -0.4822 2.3242 -2.0487 0.04
N 0.4606 1.7524 -1.1667 0.16
C 1.7791 2.2386 -1.2882 -0.67
C 2.0526 3.5717 -1.6259 -0.52
C 3.3295 4.0272 -1.9325 -0.97
C 4.4219 3.1675 -1.8926 -1.16
C 4.2012 1.8775 -1.4405 -0.17
C 2.9043 1.4105 -1.1248 0.77
P 2.6930 -0.1953 -0.3358 0.88
C 3.3585 -0.0019 1.3642 1.56
C 3.2797 -1.3111 2.1208 -1.56
C 4.7321 0.6472 1.5149 -1.59
C 3.7058 -1.4261 -1.2689 1.13
C 3.4009 -1.3027 -2.7711 -1.60
C 5.2062 -1.4984 -1.0317 -1.52
H -2.8478 4.8338 1.3978 0.48
H -4.0104 3.8776 0.4892 0.31
H -2.5403 4.4414 -0.2890 0.37
H -1.1692 3.0709 1.1928 0.05
H -3.8372 2.2071 2.4338 0.33
H -2.5490 3.1380 3.1629 0.51
H -2.3241 1.4174 2.8100 -0.03
H -3.7476 0.1711 -1.3006 0.49
H -5.2688 1.7897 0.8248 0.31
H -5.9193 0.8319 -0.4962 0.49
H -5.0924 2.3365 -0.8298 0.36
H -3.9892 -0.1491 1.7504 0.25
H -3.0085 -1.1602 0.7060 -0.19
H -4.7560 -1.1243 0.5032 0.63
H -3.8641 2.7918 -2.3200 0.24
H -3.1913 3.7998 -4.4749 0.48
H -0.8036 3.7717 -5.0971 0.49
H 0.8621 2.8726 -3.6619 0.56
H 1.2456 4.2896 -1.6935 0.69
H 3.4672 5.0576 -2.2254 0.44
H 5.4157 3.5167 -2.1353 0.51
H 5.0481 1.2212 -1.3426 0.22
H 2.6427 0.6920 1.8212 -0.57
H 3.9676 -2.0531 1.7463 0.33
H 2.2737 -1.7528 2.0814 0.24
H 3.4938 -1.1422 3.1712 0.49
H 5.5446 0.0521 1.1298 0.26
H 4.9354 0.7945 2.5731 0.48
H 4.7717 1.6330 1.0562 0.42
H 3.2834 -2.3856 -0.9235 -0.12
H 3.8506 -0.4207 -3.1884 0.37
H 2.3286 -1.2620 -2.9756 0.23
H 3.7786 -2.1739 -3.3071 0.51
H 5.7361 -0.5963 -1.3115 0.24
H 5.5874 -2.2996 -1.6600 0.50
H 5.4642 -1.7674 -0.0088 0.38
C -2.7429 -4.0207 -0.0411 -0.04
C -3.0863 -3.4402 -1.4185 -1.18
S -2.0639 -2.1007 -2.1080 0.35
C -0.9176 -2.9507 -3.2287 -1.10
C -0.0142 -3.9941 -2.6114 -0.94
S 0.9327 -3.3329 -1.2180 0.42
C 1.0146 -4.7504 -0.1002 -1.17
C -0.1799 -4.9686 0.7974 -0.12
S -1.7139 -5.5166 -0.0093 -0.15
H -3.6870 -4.3149 0.4278 0.52
H -2.3259 -3.2563 0.6016 -0.36
H -4.0833 -3.0148 -1.3807 0.56
H -3.1378 -4.2243 -2.1713 0.60
H -0.3770 -2.1510 -3.7183 0.35
H -1.5158 -3.4027 -4.0216 0.61
H 0.6804 -4.3474 -3.3636 0.56
H -0.6091 -4.8313 -2.2521 0.33
H 1.8838 -4.5670 0.5358 0.44
H 1.2211 -5.6334 -0.7041 0.51
H -0.3844 -4.0859 1.4120 -0.28
H 0.0708 -5.7591 1.5160 0.51
C -2.2322 -1.1332 5.1722 -1.06
C -0.8339 -1.4748 4.6516 -0.52
C -0.2912 -0.3714 3.7926 0.14
N -0.2421 -0.3948 2.5049 -0.49
N 0.2332 0.7436 1.9386 0.62
C 0.5452 1.6691 2.8046 -0.35
N 1.0599 2.8924 2.4930 -0.14
S 0.2670 1.1504 4.4248 -0.19
H -2.6125 -1.9730 5.7484 0.45
H -2.9146 -0.9756 4.3419 0.17
H -2.2570 -0.2597 5.8256 0.35
H -0.8574 -2.3928 4.0445 0.10
H -0.1497 -1.6814 5.4766 0.39
H 1.3900 3.0606 1.5523 0.15
H 1.4432 3.4574 3.2373 0.22
```

---

Entry 12:
Formula: C14H25Cl3OOs
Source: OMol25
Level of theory: ωB97M-V with the def2-TZVPD basis set

Output
HOMO level (alpha / beta) ... 2.37 / -0.38 eV
HOMO-LUMO gap (alpha / beta) ... 0.09548 / 0.19328 hartree
Net charge ... -2
Spin multiplicity ... 5
Strongest force on any atom ... 3.2 eV/Å

XYZ file:
```
44
Properties=species:S:1:pos:R:3:nbo_charge:R:1
C -0.8773 0.9034 -2.0328 -0.15
C -1.0384 -0.4732 -2.4244 -0.02
C 0.2517 -1.0936 -2.3789 -0.10
C -2.3064 -1.0962 -2.8899 -0.67
C 1.2128 -0.0922 -1.9601 -0.10
C 0.5156 1.1476 -1.8417 -0.06
C 1.1497 2.4921 -1.6675 -0.64
C -1.9294 1.9772 -2.0785 -0.62
C 0.5756 -2.5073 -2.7289 -0.66
C 2.6771 -0.3106 -1.7670 -0.63
Os -0.3274 -0.4261 -0.4068 0.99
Cl -1.6631 -3.0355 -0.4186 -0.82
Cl -2.3870 -0.2255 0.5738 -0.49
Cl 0.9259 -2.0513 0.5934 -0.49
H -3.1208 -0.3731 -2.8027 0.20
H -2.5428 -1.9773 -2.2929 0.29
H -2.2123 -1.4043 -3.9344 0.18
H -0.2019 -3.1569 -2.2672 0.29
H 1.5901 -2.7756 -2.3785 0.21
H 0.5218 -2.6361 -3.8110 0.18
H 2.8342 -1.2442 -1.2060 0.24
H 3.1207 0.5400 -1.2302 0.21
H 3.2061 -0.3952 -2.7130 0.19
H 2.1404 2.4133 -1.2168 0.21
H 0.5165 3.1379 -1.0492 0.22
H 1.2801 3.0204 -2.6215 0.15
H -2.8510 1.5814 -1.6530 0.23
H -2.1457 2.3321 -3.0994 0.18
H -1.6135 2.8425 -1.4896 0.21
O 0.4656 1.0212 0.7355 -1.06
H 1.3097 0.5883 1.0271 0.43
C 2.2009 -1.4225 3.5763 -0.62
C 0.6695 -1.2550 3.7532 -0.34
C 0.3333 -1.0921 5.2132 -0.59
C 0.2629 -0.1008 2.9744 -0.28
H 2.7735 -0.5493 3.9626 0.17
H 2.4105 -1.5857 2.5036 0.25
H 2.5017 -2.3064 4.1627 0.17
H 0.1218 -2.1070 3.3039 0.23
H 0.8385 -0.2280 5.6522 0.18
H -0.7429 -0.9814 5.2611 0.21
H 0.6523 -1.9553 5.7900 0.18
H -0.7322 -0.0555 2.5479 0.21
H 0.8088 0.8104 3.1791 0.14
```